# 1
32
Properties=species:S:1:pos:R:3:forces:R:3 method="wB97M-V/def2-TZVPD" s_squared=6.010 homo_energy_ev="-2.10 / -2.12" charge=-1 e_lumo_ev="2.08 / 2.07" multiplicity=5 orbital_gap_ev="4.17 / 4.19"
Fe -6.5468 0.8066 -3.1327 1.74 0.92 0.71
P -4.8843 2.5543 -3.9335 4.93 1.75 0.99
O -4.1705 3.7138 -3.2128 -1.47 0.56 -1.84
O -6.4579 2.5604 -3.9975 -1.78 1.53 -1.10
O -4.7449 1.4995 -2.7885 -0.84 -3.46 0.76
O -4.2166 2.0463 -5.2199 -1.30 0.16 0.12
C -7.7971 -0.6475 -5.4540 0.55 -0.25 0.80
C -8.9705 -0.2210 -4.5343 -0.62 1.16 -0.27
O -8.6283 0.4740 -3.3155 0.13 -1.18 -0.50
O -6.5174 -0.1937 -4.9908 -1.32 -1.07 -0.76
H -7.9409 -0.2823 -6.4701 -0.31 0.02 0.04
H -7.8093 -1.7419 -5.4435 0.11 -0.03 -0.29
H -9.5824 -1.0896 -4.2838 0.07 -0.04 -0.07
H -9.5743 0.5063 -5.0843 -0.13 -0.32 -0.20
H -9.4174 0.9077 -2.9828 0.15 0.30 0.04
H -5.8984 -0.3205 -5.7200 0.52 0.74 0.37
C -6.9641 0.0350 -0.2972 0.23 0.06 -0.30
C -6.0454 -1.0193 -0.9135 0.67 0.00 0.47
O -6.2657 -1.1736 -2.3267 -0.45 -0.66 1.16
O -6.8360 1.2374 -1.0512 -0.49 -0.71 0.88
H -6.6330 0.2050 0.7301 0.02 -0.15 0.05
H -8.0150 -0.2728 -0.2787 0.02 -0.24 -0.05
H -6.1150 -1.9872 -0.4032 -0.65 0.03 0.00
H -5.0012 -0.7424 -0.7383 -0.09 0.53 -0.30
H -5.6873 -1.8954 -2.5934 0.09 0.31 -0.47
H -7.1266 1.9909 -0.5271 0.13 0.33 -0.37
C -8.8716 3.8009 -2.1453 -0.02 0.31 -0.82
O -7.5342 4.1870 -2.2202 -0.21 -0.55 -0.16
H -9.1550 3.1287 -1.3203 0.32 -0.12 0.28
H -9.5217 4.6790 -2.0554 -0.06 0.06 0.09
H -9.1671 3.2968 -3.0752 -0.16 -0.09 -0.05
H -7.1120 3.6926 -3.0174 0.19 0.09 0.80


# 2
65
Properties=species:S:1:pos:R:3:forces:R:3 method="wB97M-V/def2-TZVPD" homo_energy_ev=-2.96 e_lumo_ev=-1.65 orbital_gap_ev=1.31
F 6.0375 2.9614 0.2051 -0.47 -0.35 1.32
C 5.9287 3.0732 1.5991 2.50 1.22 -0.10
C 6.8202 2.0636 2.3853 -0.97 -0.99 -0.01
C 6.1906 0.5835 2.4920 -0.61 1.29 0.63
C 4.5931 0.6101 2.3112 1.53 -0.13 0.29
C 4.0181 -0.6710 3.0113 -0.73 -0.29 -0.52
C 2.4558 -0.6898 3.2059 -0.09 -0.57 -0.11
C 1.6433 -0.8287 1.8384 0.66 0.81 0.47
C 1.4646 0.6310 1.2626 -0.52 0.31 0.78
S -0.0764 0.8076 0.2351 -0.10 0.91 0.20
C -0.4755 2.5637 0.4805 -0.13 -1.07 0.13
N -1.6511 3.1923 0.5280 3.31 -0.94 0.04
N -1.2825 4.4984 0.7804 1.66 1.45 0.28
C 0.0232 4.6072 0.8766 -1.37 -1.40 -0.31
O 0.6301 3.3511 0.6803 -1.66 1.21 0.15
C 4.1204 1.9696 2.9330 -0.50 -1.39 0.48
N 4.4805 3.0382 1.9506 -0.43 -0.02 -0.13
H 6.3017 4.1076 1.8421 -0.49 -0.90 -0.29
H 6.9218 2.4799 3.4261 0.03 -0.28 -1.07
H 7.8340 1.9742 1.9269 -0.87 0.54 0.26
H 6.3399 0.2908 3.5675 0.23 -0.15 -1.20
H 6.6941 -0.1011 1.7743 -0.50 0.36 0.69
H 4.4396 0.6007 1.1942 -0.37 0.00 1.12
H 4.5073 -0.8495 4.0030 -0.29 0.37 -0.81
H 4.2872 -1.5428 2.3505 -0.11 0.76 0.71
H 2.1603 0.2272 3.7799 -0.02 -0.77 -0.52
H 2.1670 -1.5572 3.8636 0.50 0.77 -0.62
H 2.2716 -1.4433 1.1487 -0.72 0.34 0.40
H 0.6600 -1.3429 2.0083 0.91 0.63 -0.21
H 2.3782 0.9818 0.7202 -0.87 -0.31 0.27
H 1.2835 1.2996 2.1501 0.23 -0.53 -0.95
H 0.6799 5.4656 1.0951 -0.74 -0.66 -0.22
H 3.0242 2.0519 3.1171 0.82 -0.11 -0.37
H 4.6135 2.1201 3.9321 -0.28 0.21 -1.11
H 3.9680 2.8696 1.0618 0.10 -0.08 0.38
H 4.1302 3.9610 2.2809 0.36 -0.20 -0.07
C -2.9482 -0.5545 -0.8837 -0.10 0.45 0.31
C -3.9867 -1.6479 -1.1944 -0.14 0.82 0.01
C -5.2994 -0.9927 -1.6655 -0.24 0.02 -0.11
C -5.2499 -0.3650 -3.0563 -0.12 0.14 -0.08
C -4.2340 -1.0312 -3.9857 0.10 0.22 0.03
C -3.8632 -2.4783 -3.6070 -0.14 0.52 -0.34
N -3.3655 -2.4815 -2.2345 0.15 -0.90 0.25
O -2.9805 -3.7248 -1.8030 -0.05 0.20 -0.12
C -2.7190 -2.8904 -4.5464 0.14 -0.25 -0.06
C -5.0596 -3.4087 -3.8724 -0.21 -0.26 -0.04
C -4.3182 -2.3544 0.1272 0.19 -0.42 -0.04
H -2.0224 -0.9955 -0.5116 -0.14 -0.24 -0.12
H -3.3145 0.1410 -0.1162 0.00 -0.01 0.03
H -2.6982 0.0371 -1.7678 -0.06 -0.10 -0.06
H -6.0974 -1.7415 -1.6562 0.18 -0.12 0.08
H -5.6185 -0.2292 -0.9458 0.14 -0.09 0.07
H -6.2493 -0.4151 -3.5000 0.02 0.01 0.05
H -5.0144 0.7008 -2.9768 0.01 -0.03 -0.02
H -4.6080 -0.9879 -5.0139 0.05 -0.21 0.02
H -3.3232 -0.4224 -3.9863 0.10 -0.21 0.06
H -1.8261 -2.2874 -4.3611 -0.09 0.00 0.12
H -3.0044 -2.7463 -5.5944 -0.13 0.05 0.07
H -2.4493 -3.9411 -4.4237 -0.06 0.09 0.19
H -5.3615 -3.3525 -4.9245 0.06 0.08 0.02
H -5.9370 -3.1565 -3.2728 0.08 0.06 0.04
H -4.8088 -4.4512 -3.6676 0.15 0.13 0.16
H -4.7247 -1.6390 0.8506 -0.03 0.16 -0.22
H -3.4350 -2.8006 0.5864 -0.02 -0.10 -0.22
H -5.0660 -3.1378 -0.0149 0.15 -0.04 -0.07


# 3
17
Properties=species:S:1:pos:R:3:forces:R:3 method="wB97M-V/def2-TZVPD" de_lowest_kcal_mol=5.60 homo_energy_ev=-8.47 e_lumo_ev=1.00 orbital_gap_ev=9.46
C 0.2596 -1.5135 -1.4733 0.03 0.42 0.20
S 0.4989 -2.2340 0.1701 0.04 -0.09 -0.04
C -1.2235 -2.4783 0.6869 0.80 -0.04 -0.23
H 0.6452 -0.4947 -1.5025 0.12 -0.10 -0.01
H 0.7417 -2.1120 -2.2348 0.07 -0.13 -0.10
H -0.7990 -1.4423 -1.6818 -0.26 -0.13 -0.10
H -1.1608 -3.1410 1.5392 -0.18 -0.01 0.30
H -1.7618 -2.9864 -0.1017 -0.26 0.01 -0.11
H -1.6537 -1.5240 0.9525 -0.35 0.07 0.08
C 0.4283 2.2270 -0.3004 0.54 -0.61 -0.26
C 0.6560 2.2877 1.2038 0.33 -0.25 0.37
H -0.4775 1.6557 -0.5183 0.00 0.31 -0.20
H 0.4327 3.2005 -0.7881 -0.44 0.06 0.13
H 1.2518 1.6853 -0.7843 -0.12 0.05 0.10
H 1.1095 3.2235 1.5151 0.05 0.14 0.03
H 1.3179 1.4839 1.5550 -0.15 0.16 -0.20
H -0.2654 2.1626 1.7627 -0.22 0.15 0.04


# 4
24
Properties=species:S:1:pos:R:3:forces:R:3 method="wB97M-V/def2-TZVPD" de_lowest_kcal_mol=39.64 homo_energy_ev=-13.94 charge=+1 e_lumo_ev=-4.22 orbital_gap_ev=9.71
C -0.8685 0.1022 -2.4658 -1.11 0.82 1.12
C 1.3417 -0.6439 -1.8885 -0.67 0.92 -1.98
N 0.1907 -0.2686 -1.5120 -1.52 -0.37 0.55
H -1.7952 0.3603 -1.9368 0.56 0.04 0.51
H -1.2184 -0.7703 -2.9921 0.63 -0.10 -0.88
H -0.6131 1.0214 -2.9634 0.33 -0.16 -0.94
H 1.4653 -0.3073 -2.9382 0.68 -0.92 0.48
H 2.0335 -1.2073 -1.2849 0.09 0.41 0.23
H -0.1707 -0.3495 -0.5556 0.85 -0.65 0.03
H 1.6844 -0.0110 0.8715 0.05 -0.17 0.06
H 1.5548 -1.4067 1.4521 -0.05 0.15 -0.43
O 1.4977 -0.9349 0.6054 0.19 -0.43 1.01
H -2.3883 -0.0663 1.6684 -0.05 0.11 -0.18
H -1.6513 1.2836 1.8849 0.02 -0.06 -0.06
O -2.0246 0.5231 2.3380 -0.25 -0.31 0.16
H 0.0492 -0.0148 2.9044 -0.13 0.70 0.89
H 1.0705 1.2878 3.1180 -0.41 -0.49 0.96
O 0.6393 0.6540 2.5487 0.66 0.25 -1.49
H -3.6030 -1.2041 -0.4762 -0.09 -0.40 0.17
H -2.7443 -2.3414 0.1934 -0.36 -0.03 -0.06
O -2.7145 -1.4748 -0.2215 0.52 0.53 -0.05
H 3.3409 1.7289 0.0166 0.12 0.53 0.11
H 2.2926 2.4361 0.9858 0.35 0.22 -0.29
O 2.6313 1.6036 0.6479 -0.41 -0.60 0.08


no.,electronic energy (eV),largest force on an atom (eV/Å)
1,-67549.3607,5.3
2,-44939.5155,3.4
3,-15177.4632,0.9
4,-14053.8684,2.3